Entry from the Open Molecules 2025 dataset: a 2-piece molecular cluster, H5N3S overall (wB97M-V/def2-TZVPD).

Each line ends with the natural charge from an NBO analysis.
Positions of all 9 atoms, in Å:
1 N 0.571 1.433 0.529  -0.600
2 N -0.654 -1.269 0.058  -0.734
3 N 0.645 0.578 -0.482  -0.353
4 S 2.072 -0.227 -0.667  0.232
5 H -0.348 1.839 0.634  0.379
6 H 1.078 1.253 1.390  0.352
7 H -1.370 -0.778 0.592  0.296
8 H -1.038 -1.387 -0.876  0.305
9 H 1.674 -0.816 -1.792  0.122

Cartesian forces (eV/Å) of the 3 atoms listed first:
0.45 0.44 0.49
0.57 0.00 0.25
-1.65 -0.42 -0.57

energy	-565.28797	Eh
spin multiplicity	1
HOMO (alpha / beta)	-9.07 / -7.30	eV
LUMO (alpha / beta)	0.610 / 0.317	eV

---

Entry from the Open Molecules 2025 dataset: a 2-piece molecular cluster, H5N3S overall (wB97M-V/def2-TZVPD).

Each line ends with the natural charge from an NBO analysis.
Positions of all 9 atoms, in Å:
1 H 3.146 -1.433 0.102  0.289
2 N 2.855 -0.410 -0.107  -0.289
3 N 1.726 -0.046 -0.308  -0.273
4 H 1.021 -0.865 -0.209  0.272
5 N -1.604 1.038 0.045  -0.975
6 S -1.651 -0.641 0.015  0.128
7 H -1.681 1.477 0.921  0.363
8 H -0.842 1.363 -0.403  0.367
9 H -2.971 -0.483 -0.055  0.117

Cartesian forces (eV/Å) of the 3 atoms listed first:
-1.56 1.10 -0.26
3.43 -0.36 0.26
-2.56 -1.79 0.27

energy	-565.33755	Eh
spin multiplicity	1
HOMO	-8.84	eV
LUMO	0.749	eV
structure (SMILES)	[H]/N=N\[H].NS

---

Entry from the Open Molecules 2025 dataset: H5N4O as an isolated structure (wB97M-V/def2-TZVPD).

Each line ends with the natural charge from an NBO analysis.
Positions of all 10 atoms, in Å:
1 N 1.832 0.143 -0.008  -0.721
2 N -1.657 -0.522 -0.033  -0.724
3 N 0.666 -0.667 0.058  -0.321
4 N -0.434 0.172 0.353  0.067
5 O -0.378 1.414 -0.193  -0.822
6 H 2.200 0.183 0.946  0.310
7 H 1.429 1.090 -0.217  0.381
8 H -2.188 -0.661 0.826  0.332
9 H -2.171 0.148 -0.608  0.346
10 H 0.700 -1.301 -1.122  0.152

Cartesian forces (eV/Å) of the 3 atoms listed first:
-0.07 0.65 0.22
0.44 -0.11 0.00
0.99 -2.90 -3.23

energy	-297.09279	Eh
spin multiplicity	1
charge	-1
HOMO	-1.71	eV
LUMO	5.243	eV